# 1
{"formula": "C35H55N6OSiV", "method": "ωB97M-V/def2-TZVPD", "symbols": ["V", "C", "C", "C", "C", "C", "C", "C", "C", "C", "C", "C", "C", "H", "H", "H", "H", "H", "H", "H", "H", "H", "H", "H", "H", "H", "H", "H", "H", "H", "H", "C", "N", "C", "C", "N", "N", "C", "N", "N", "H", "H", "H", "H", "H", "H", "H", "H", "H", "H", "H", "C", "C", "C", "C", "C", "C", "C", "O", "C", "C", "C", "H", "H", "H", "H", "H", "H", "H", "H", "H", "H", "H", "H", "C", "Si", "C", "C", "N", "C", "C", "C", "C", "C", "C", "H", "H", "H", "H", "H", "H", "H", "H", "H", "H", "H", "H", "H", "H"], "positions_angstrom": [[0.392, -0.672, -0.442], [-1.705, 2.426, 2.755], [-0.762, 2.616, 1.593], [0.601, 2.875, 1.769], [1.250, 2.882, 3.129], [1.395, 3.180, 0.654], [2.849, 3.519, 0.836], [0.834, 3.231, -0.623], [1.638, 3.845, -1.743], [-0.495, 2.816, -0.818], [-1.059, 2.761, -2.219], [-1.291, 2.527, 0.297], [-2.745, 2.154, 0.142], [-1.965, 1.371, 2.896], [-2.640, 2.962, 2.585], [-1.303, 2.795, 3.691], [2.145, 2.258, 3.134], [0.603, 2.503, 3.911], [1.566, 3.888, 3.415], [2.986, 4.573, 1.099], [3.419, 3.330, -0.072], [3.303, 2.931, 1.632], [2.399, 3.172, -2.140], [2.154, 4.735, -1.382], [1.010, 4.164, -2.570], [-1.547, 3.697, -2.503], [-1.803, 1.971, -2.337], [-0.278, 2.566, -2.950], [-3.400, 3.015, 0.310], [-3.041, 1.393, 0.865], [-2.982, 1.784, -0.855], [-4.029, -1.012, -2.220], [-3.137, -2.126, -2.520], [-3.647, -3.266, -3.273], [-1.843, -2.027, -2.148], [-1.352, -1.016, -1.504], [-1.040, -3.097, -2.493], [0.295, -3.280, -2.179], [0.819, -4.418, -2.702], [0.947, -2.461, -1.437], [-5.020, -1.246, -2.591], [-3.692, -0.092, -2.706], [-4.100, -0.847, -1.142], [-4.718, -3.152, -3.395], [-3.495, -4.205, -2.734], [-3.202, -3.329, -4.270], [-2.063, -0.324, -1.290], [-1.487, -3.855, -2.977], [0.390, -4.866, -3.493], [1.806, -4.580, -2.591], [1.925, -2.708, -1.332], [-0.512, -5.073, 5.596], [-0.816, -4.002, 4.591], [-1.850, -4.147, 3.673], [-2.126, -3.172, 2.731], [-3.246, -3.378, 1.749], [-1.325, -2.011, 2.676], [-1.591, -1.027, 1.661], [-0.618, -0.411, 1.058], [-0.314, -1.816, 3.648], [0.385, -0.493, 3.802], [-0.076, -2.823, 4.569], [-1.294, -5.831, 5.615], [-0.421, -4.654, 6.599], [0.432, -5.570, 5.365], [-2.452, -5.049, 3.691], [-3.689, -4.365, 1.873], [-2.893, -3.288, 0.717], [-4.042, -2.640, 1.884], [-2.592, -0.777, 1.317], [-0.351, 0.301, 3.951], [0.966, -0.208, 2.927], [1.043, -0.510, 4.670], [0.691, -2.668, 5.320], [2.505, -2.541, 1.573], [3.466, -1.214, 0.624], [4.413, -0.151, 1.856], [4.666, -2.094, -0.553], [2.312, -0.283, -0.310], [2.692, 0.331, -1.496], [3.997, 0.783, -1.747], [4.358, 1.293, -2.983], [3.437, 1.382, -4.017], [2.132, 0.976, -3.783], [1.764, 0.475, -2.544], [2.954, -3.522, 1.398], [1.445, -2.636, 1.318], [2.542, -2.368, 2.647], [5.125, -0.761, 2.417], [3.725, 0.297, 2.577], [4.972, 0.657, 1.383], [5.657, -1.640, -0.547], [4.325, -2.067, -1.592], [4.795, -3.139, -0.262], [4.737, 0.729, -0.959], [5.376, 1.626, -3.138], [3.729, 1.778, -4.980], [1.386, 1.065, -4.564], [0.704, 0.206, -2.455]], "lowdin_spin": [2.161, 0.006, 0.001, 0.002, 0.000, 0.000, 0.000, 0.001, 0.000, 0.005, 0.000, 0.006, 0.001, 0.005, 0.000, 0.000, 0.000, 0.000, 0.000, 0.000, 0.000, 0.000, 0.000, 0.000, 0.000, 0.000, 0.000, 0.000, 0.000, 0.000, 0.000, 0.001, 0.003, 0.000, 0.007, 0.017, 0.003, 0.011, 0.007, 0.004, 0.000, 0.000, 0.000, 0.000, 0.000, 0.000, 0.004, 0.000, 0.000, 0.000, 0.002, 0.011, 0.059, -0.009, 0.058, 0.013, 0.030, 0.401, 0.059, 0.054, 0.008, -0.011, 0.000, 0.002, 0.004, -0.002, 0.000, 0.004, 0.003, 0.020, 0.002, 0.003, 0.000, -0.001, 0.005, 0.004, -0.001, 0.003, 0.003, 0.006, 0.002, 0.001, 0.003, 0.001, 0.008, 0.000, 0.003, 0.000, 0.000, 0.000, 0.000, 0.000, 0.000, 0.000, 0.000, 0.000, 0.000, 0.000, 0.003], "total_charge": 1, "multiplicity": 4, "energy_ha": -3003.88002, "fmax_ev_per_a": 0.75}

***

# 2
{"formula": "C4H13NO2", "method": "ωB97M-V/def2-TZVPD", "symbols": ["C", "C", "C", "C", "N", "H", "H", "H", "H", "H", "H", "H", "H", "H", "H", "H", "O", "H", "H", "O"], "positions_angstrom": [[-0.453, 2.338, -0.249], [-0.327, 1.255, 0.820], [0.664, 0.076, 0.442], [1.066, -2.004, 1.506], [0.211, -1.072, 1.221], [-0.682, 3.342, 0.098], [-1.304, 2.251, -0.927], [0.374, 2.262, -0.926], [-0.284, 1.443, 1.955], [-1.365, 0.620, 0.890], [0.757, -0.308, -0.627], [1.683, 0.545, 0.391], [2.041, -2.172, 0.982], [0.527, -2.759, 2.096], [-1.478, -1.884, 1.570], [-2.872, -2.191, 2.042], [-2.104, -2.568, 1.774], [1.226, 1.149, -3.804], [1.617, 1.331, -5.265], [1.177, 1.804, -4.542]], "lowdin_spin": [0.028, 0.088, 0.100, 0.106, 0.460, 0.004, 0.009, 0.006, 0.019, 0.047, 0.052, 0.001, 0.027, 0.022, 0.000, 0.001, 0.028, 0.000, 0.000, 0.000], "total_charge": 1, "multiplicity": 2, "de_lowest_ev": 4.865, "energy_ha": -364.96821, "fmax_ev_per_a": 4.91}

***

# 3
{"formula": "C2H10O5", "method": "ωB97M-V/def2-TZVPD", "symbols": ["H", "O", "O", "H", "H", "C", "O", "C", "H", "H", "H", "O", "H", "H", "O", "H", "H"], "positions_angstrom": [[1.892, 0.519, 0.156], [2.136, 1.201, -0.938], [1.120, -0.026, 0.958], [1.251, 1.687, -0.598], [1.815, 0.484, -1.439], [0.004, 0.587, 0.955], [-0.110, 1.657, 0.362], [-0.916, -0.013, 1.960], [-1.472, -0.987, 1.710], [-0.390, -0.309, 2.739], [-1.887, 0.538, 2.267], [1.389, -1.636, -2.139], [0.932, -1.700, -1.243], [1.908, -2.372, -2.355], [-2.843, 0.142, -0.611], [-2.482, -0.711, -0.818], [-2.348, 0.938, -0.967]], "mulliken_charge": [0.473, -0.701, -0.677, 0.540, 0.364, 0.953, -0.748, -1.137, 0.228, 0.452, 0.267, -0.653, 0.350, 0.302, -0.635, 0.300, 0.323], "total_charge": 0, "de_lowest_ev": 1.982, "energy_ha": -458.36909, "fmax_ev_per_a": 6.89}

***

# 4
{"formula": "H6NPSi", "method": "ωB97M-V/def2-TZVPD", "symbols": ["N", "Si", "P", "H", "H", "H", "H", "H", "H"], "positions_angstrom": [[-1.127, 2.159, -1.809], [0.237, -0.058, 0.662], [-1.028, 1.695, -0.295], [2.377, -3.797, 0.570], [-1.797, 1.591, -2.437], [1.696, -3.373, 0.414], [0.325, 0.338, 1.980], [-0.751, -1.127, 0.887], [0.068, 2.571, 0.028]], "mulliken_charge": [-0.496, 0.145, 0.179, 0.156, 0.230, -0.152, -0.058, -0.064, 0.061], "total_charge": 0, "de_lowest_ev": 4.247, "energy_ha": -689.02181, "fmax_ev_per_a": 2.78}